No. 1
Formula: C3H8N2O2S
Source: OMol25
Level of theory: ωB97M-V/def2-TZVPD

Each line ends with the Löwdin charge.
Geometry (Å):
S: -3.687 0.278 0.542  0.836
O: -2.854 1.383 -0.335  -0.466
O: -3.996 -1.028 -0.456  -0.464
N: -0.307 0.447 -0.328  -0.015
N: 1.018 -1.273 0.186  -0.014
C: -0.236 -0.820 -0.164  -0.202
C: 1.895 -0.125 0.360  -0.186
C: 0.973 1.073 0.028  -0.191
H: -1.045 -1.487 -0.474  0.130
H: -4.880 -0.987 -0.815  0.014
H: 2.529 -0.203 -0.523  0.093
H: -1.913 1.325 -0.347  -0.058
H: 2.684 -0.109 1.194  0.134
H: 1.247 -2.242 0.470  0.147
H: 0.665 1.850 0.837  0.130
H: 1.513 1.692 -0.734  0.111

Computed properties:
ΔE to the lowest compared entry with this formula, charge and spin = 152.3 kJ/mol
E = -21149.26677 eV
SMILES string = C1=NCCN1.OSO
Kohn-Sham gap = 9.03 eV
net charge = 0
HOMO energy = -8.2 eV
largest force on an atom = 0.06739 Eh/bohr

=====

No. 2
Formula: C3H8N2O3S
Source: OMol25
Level of theory: ωB97M-V/def2-TZVPD

Each line ends with the Löwdin charge.
Geometry (Å):
S: 1.758 0.625 -0.095  0.584
O: 2.916 0.400 0.684  -0.343
O: 2.650 -2.668 -0.455  -0.021
O: 1.788 0.364 -1.518  -0.336
N: 2.065 -2.755 0.537  0.081
N: -0.249 -1.179 -0.097  -0.173
C: 1.279 2.418 0.300  -0.085
C: -1.583 -1.673 -0.158  -0.077
C: 0.332 -0.194 0.608  -0.262
H: -0.138 0.085 1.560  0.103
H: 1.424 2.859 -0.614  0.016
H: -1.996 -1.308 0.834  0.107
H: 0.346 -1.347 -0.929  0.111
H: -1.448 -2.818 -0.110  0.119
H: 2.036 2.635 1.120  0.086
H: -2.144 -1.303 -0.951  0.056
H: 0.289 2.124 0.662  0.034

Computed properties:
ΔE to the lowest compared entry with this formula, charge and spin = 595.4 kJ/mol
E = -23192.93082 eV
Kohn-Sham gap (spin up / spin down) = 7.62 / 8.44 eV
net charge = 0
HOMO energy (spin up / spin down) = -7.1 / -8.4 eV
largest force on an atom = 0.09609 Eh/bohr

=====

No. 3
Formula: C3H8N2O4
Source: OMol25
Level of theory: ωB97M-V/def2-TZVPD

Each line ends with the Löwdin charge.
Geometry (Å):
O: 0.845 1.807 0.614  0.106
O: -1.379 -0.673 -1.756  0.086
O: -0.297 -0.388 0.882  -0.226
O: 2.315 0.120 0.362  0.156
N: 0.606 0.349 -1.142  0.159
N: -1.472 1.342 -0.547  0.109
C: 1.104 0.615 0.119  -0.550
C: -0.137 -1.781 0.932  -0.161
C: -0.830 0.147 -1.051  -0.556
H: -0.073 2.026 0.203  0.116
H: -2.074 1.084 0.228  0.112
H: -0.769 -2.279 0.185  0.077
H: -0.418 -2.147 1.925  0.077
H: 1.056 -0.443 -1.581  0.151
H: -2.028 1.761 -1.288  0.115
H: 2.648 0.570 1.154  0.148
H: 0.900 -2.110 0.761  0.080

Computed properties:
ΔE to the lowest compared entry with this formula, charge and spin = 237.0 kJ/mol
E = -14409.88472 eV
Kohn-Sham gap = 9.84 eV
net charge = 0
HOMO energy = -9.3 eV
largest force on an atom = 0.03250 Eh/bohr

=====

No. 4
Formula: C3H8N2OS
Source: OMol25
Level of theory: ωB97M-V/def2-TZVPD

Each line ends with the Löwdin charge.
Geometry (Å):
S: 0.689 0.683 2.372  0.642
O: -0.520 1.101 -2.085  -0.003
N: 0.413 -1.494 0.475  -0.036
N: -0.778 -1.109 -2.310  0.152
C: 0.450 0.915 0.488  -0.457
C: -0.390 -0.297 -0.011  -0.377
C: -0.577 -0.028 -1.500  -0.471
H: 1.394 0.897 0.051  0.044
H: -1.170 -1.935 -2.154  0.028
H: 1.279 -1.654 0.077  0.027
H: -0.041 -2.495 0.116  0.145
H: -0.123 1.759 0.041  0.087
H: -1.479 -0.422 0.490  0.188
H: -0.095 -0.441 2.433  -0.144
H: -0.974 -0.764 -3.339  0.174

Computed properties:
ΔE to the lowest compared entry with this formula, charge and spin = 227.5 kJ/mol
E = -19102.14380 eV
SMILES string = NC(=O)[C@@H](N)CS
Kohn-Sham gap = 9.28 eV
net charge = 0
HOMO energy = -8.8 eV
largest force on an atom = 0.13457 Eh/bohr

=====

No. 5
Formula: C3H8N2OS
Source: OMol25
Level of theory: ωB97M-V/def2-TZVPD

Each line ends with the Löwdin charge.
Geometry (Å):
S: 0.286 1.028 -0.632  0.882
O: 0.262 1.341 2.419  0.012
N: -0.978 -1.549 -1.042  -0.104
N: -0.806 0.647 0.463  -0.491
C: 0.463 -1.755 -1.559  -0.380
C: -0.629 0.682 1.920  -0.343
C: 1.151 -0.724 -0.680  -0.443
H: -1.443 -0.135 0.146  0.042
H: -1.234 -2.876 -1.353  0.218
H: -0.930 -1.520 0.066  0.060
H: 0.563 -1.499 -2.611  0.100
H: -1.578 0.222 2.362  0.142
H: 1.394 -1.345 0.363  0.144
H: 1.011 -2.678 -1.224  0.104
H: 2.136 -0.244 -1.026  0.059

Computed properties:
ΔE to the lowest compared entry with this formula, charge and spin = 496.8 kJ/mol
E = -19099.35341 eV
Kohn-Sham gap = 9.33 eV
net charge = 0
HOMO energy = -8.9 eV
largest force on an atom = 0.14145 Eh/bohr

=====

No. 6
Formula: C3H8N2OS
Source: OMol25
Level of theory: ωB97M-V/def2-TZVPD

Each line ends with the Löwdin charge.
Geometry (Å):
S: -2.072 -0.753 -0.530  0.843
O: 1.114 1.359 -0.321  0.074
N: -1.012 0.566 -0.404  -0.505
N: 0.964 -1.131 0.009  -0.049
C: -1.556 1.913 -0.536  -0.097
C: 0.314 0.474 -0.281  -0.459
C: 2.286 -1.108 0.567  -0.181
H: 2.304 -1.356 1.633  0.074
H: -1.922 2.264 0.434  0.092
H: -2.372 1.913 -1.256  0.075
H: -2.549 -0.716 0.729  -0.122
H: -0.764 2.583 -0.872  0.086
H: 2.889 -1.843 0.023  0.070
H: 2.728 -0.121 0.421  0.067
H: 0.281 -1.578 0.605  0.031

Computed properties:
ΔE to the lowest compared entry with this formula, charge and spin = 204.2 kJ/mol
E = -19102.38526 eV
SMILES string = CNC(=O)N(C)S
Kohn-Sham gap = 9.42 eV
net charge = 0
HOMO energy = -8.9 eV
largest force on an atom = 0.10944 Eh/bohr

=====

No. 7
Formula: C3H8N2OS
Source: OMol25
Level of theory: ωB97M-V/def2-TZVPD

Each line ends with the Löwdin charge.
Geometry (Å):
S: -2.482 -2.055 -0.574  0.562
O: -0.077 0.027 -0.741  -0.093
N: -0.730 -2.189 -0.061  -0.353
N: 0.627 -0.781 1.377  0.138
C: -0.055 -0.885 0.378  -0.586
C: 0.867 0.959 -0.747  -0.393
C: 0.442 2.163 0.163  -0.111
H: -0.125 1.500 1.137  0.124
H: -1.137 -2.387 1.286  0.206
H: -2.268 -2.294 -2.075  -0.057
H: 1.199 1.526 -1.781  0.163
H: -0.389 2.850 -0.175  0.056
H: 1.489 2.745 0.568  0.129
H: 0.792 -1.827 1.623  0.119
H: 1.846 0.648 -0.379  0.095

Computed properties:
ΔE to the lowest compared entry with this formula, charge and spin = 638.7 kJ/mol
E = -19097.88254 eV
Kohn-Sham gap = 9.40 eV
net charge = 0
HOMO energy = -9.4 eV
largest force on an atom = 0.13387 Eh/bohr

=====

No. 8
Formula: C3H8N2OS
Source: OMol25
Level of theory: ωB97M-V/def2-TZVPD

Each line ends with the Löwdin charge.
Geometry (Å):
S: -1.105 0.239 -0.592  0.984
O: -2.375 -0.368 -0.199  -0.428
N: 2.184 0.463 0.146  -0.009
N: -0.313 -2.131 0.174  0.028
C: -0.916 1.819 0.208  -0.210
C: 0.224 -0.830 0.172  -0.571
C: 1.440 -0.355 -0.440  -0.507
H: 0.174 1.972 0.320  0.058
H: 1.658 -0.875 -1.388  0.099
H: -1.252 -1.948 0.448  0.029
H: 2.951 0.846 -0.488  0.067
H: -1.300 2.535 -0.372  0.004
H: -1.335 1.708 1.184  0.061
H: 0.394 -0.452 1.640  0.237
H: -0.429 -2.623 -0.811  0.159

Computed properties:
multiplicity = 3
ΔE to the lowest compared entry with this formula, charge and spin = 433.8 kJ/mol
E = -19095.80786 eV
expectation value of S² = 2.02
Kohn-Sham gap (spin up / spin down) = 5.10 / 5.65 eV
net charge = 0
HOMO energy (spin up / spin down) = -4.6 / -9.0 eV
largest force on an atom = 0.11321 Eh/bohr

=====

No. 9
Formula: C3H8N2OS2
Source: OMol25
Level of theory: ωB97M-V/def2-TZVPD

Each line ends with the Löwdin charge.
Geometry (Å):
S: 0.554 2.640 -0.979  0.684
S: -2.614 0.471 0.555  0.755
O: -3.812 -0.427 1.164  -0.270
N: -2.596 -0.016 -0.904  -0.327
N: -1.349 -0.387 1.285  -0.215
C: 2.873 -0.387 -0.073  -0.117
C: 2.034 0.175 -1.220  -0.234
C: 1.367 1.289 -1.185  -0.680
H: -3.624 -1.287 1.077  -0.025
H: -2.478 0.746 -1.563  -0.032
H: 3.641 -1.009 -0.520  0.048
H: -0.340 -0.204 0.912  0.084
H: 2.380 -1.241 0.596  0.119
H: -1.446 -0.044 2.230  0.018
H: 1.995 -0.624 -1.989  0.107
H: 3.415 0.306 0.615  0.082

Computed properties:
multiplicity = 3
ΔE to the lowest compared entry with this formula, charge and spin = 27.6 kJ/mol
E = -29933.02839 eV
expectation value of S² = 2.02
Kohn-Sham gap (spin up / spin down) = 7.36 / 6.50 eV
net charge = 0
HOMO energy (spin up / spin down) = -6.7 / -9.0 eV
largest force on an atom = 0.11634 Eh/bohr

=====

No. 10
Formula: C3H8N2S
Source: OMol25
Level of theory: ωB97M-V/def2-TZVPD

Each line ends with the Löwdin charge.
Geometry (Å):
S: -0.531 -1.061 -0.386  0.747
N: 2.753 0.674 0.115  -0.155
N: 1.600 0.263 -0.432  -0.199
C: -2.129 1.357 -0.219  -0.243
C: 0.783 -0.372 0.524  -0.578
C: -1.845 -0.088 0.581  -0.558
H: -0.830 1.748 -0.796  0.151
H: -2.750 -0.773 0.714  0.054
H: 3.290 0.594 -0.910  0.151
H: 0.956 -0.676 1.792  0.162
H: -3.049 1.386 -1.158  0.104
H: 3.409 0.326 1.071  0.185
H: -2.436 2.238 0.708  0.096
H: -1.414 0.194 1.665  0.084

Computed properties:
ΔE to the lowest compared entry with this formula, charge and spin = 770.0 kJ/mol
E = -17048.74997 eV
Kohn-Sham gap = 8.57 eV
net charge = 0
HOMO energy = -8.0 eV
largest force on an atom = 0.17669 Eh/bohr

=====

No. 11
Formula: C3H8N2S
Source: OMol25
Level of theory: ωB97M-V/def2-TZVPD

Each line ends with the Löwdin charge.
Geometry (Å):
S: -3.298 -0.268 0.018  0.661
N: 0.531 -0.072 -0.145  -0.250
N: -1.710 0.495 -0.065  -0.349
C: 0.859 1.322 0.025  -0.074
C: -0.789 -0.390 -0.133  -0.392
C: 1.474 -1.142 0.054  -0.077
H: 2.489 -0.812 -0.144  0.083
H: -0.973 -1.496 -0.204  0.123
H: 1.360 -1.643 1.055  0.100
H: 0.735 1.574 1.088  0.091
H: 1.240 -1.914 -0.687  0.081
H: -3.973 0.884 0.014  -0.174
H: 1.895 1.535 -0.259  0.082
H: 0.161 1.926 -0.616  0.095

Computed properties:
ΔE to the lowest compared entry with this formula, charge and spin = 160.9 kJ/mol
E = -17055.06274 eV
SMILES string = CN(C)/C=N/S
Kohn-Sham gap = 8.68 eV
net charge = 0
HOMO energy = -7.8 eV
largest force on an atom = 0.02428 Eh/bohr

=====

No. 12
Formula: C3H8N2S
Source: OMol25
Level of theory: ωB97M-V/def2-TZVPD

Each line ends with the Löwdin charge.
Geometry (Å):
S: -1.533 0.604 -0.531  0.748
N: 0.459 -1.726 -0.495  0.013
N: 1.515 0.858 -0.491  0.019
C: 0.953 0.455 0.763  -0.361
C: -0.537 0.174 0.868  -0.577
C: 0.428 -0.957 0.760  -0.332
H: -0.985 -0.336 -1.331  -0.131
H: 2.501 0.957 -0.492  0.067
H: 0.632 -1.522 1.618  0.114
H: 0.967 -2.626 -0.391  0.088
H: 1.107 1.795 -0.657  0.084
H: -1.019 0.437 1.800  0.090
H: 1.417 0.856 1.657  0.129
H: 1.025 -1.193 -1.154  0.050

Computed properties:
ΔE to the lowest compared entry with this formula, charge and spin = 171.4 kJ/mol
E = -17054.95374 eV
SMILES string = N[C@@H]1[C@H](N)[C@@H]1S
Kohn-Sham gap = 9.35 eV
net charge = 0
HOMO energy = -8.4 eV
largest force on an atom = 0.04968 Eh/bohr

=====

Question: Which formula does entry 1 have?
Answer: C3H8N2O2S